No. 1
DFT (wB97M-V/def2-TZVPD) results for C23H24LiN4O3SbSe4 as an isolated structure.

Geometry as XYZ:
```
60
Properties=species:S:1:pos:R:3:lowdin_charge:R:1
Li 0.232 -0.226 -0.276 0.324
O -6.431 3.464 -3.050 0.059
C -5.211 3.906 -2.591 -0.505
O -4.963 5.086 -2.701 0.053
C -4.348 2.889 -2.000 -0.192
C -4.827 1.676 -1.483 -0.058
C -4.003 0.746 -0.896 -0.036
C -2.595 0.967 -0.780 -0.347
C -2.122 2.168 -1.397 -0.053
C -2.956 3.097 -1.946 -0.040
N -1.720 0.194 -0.133 -0.067
C -2.228 -0.948 0.520 -0.578
C -1.342 -1.437 1.615 -0.371
C -1.878 -2.159 2.692 -0.054
C -1.035 -2.766 3.590 -0.085
C 0.341 -2.661 3.393 -0.083
C 0.776 -1.892 2.335 -0.157
N -0.034 -1.240 1.497 0.041
H -6.406 2.499 -3.059 0.080
H -5.892 1.457 -1.510 0.103
H -4.437 -0.183 -0.556 0.083
H -1.048 2.295 -1.453 0.083
H -2.556 4.001 -2.390 0.110
H -3.242 -0.841 0.924 0.072
H -2.953 -2.262 2.767 0.109
H -1.432 -3.336 4.422 0.097
H 1.048 -3.166 4.035 0.089
H 1.838 -1.783 2.135 0.103
Se -1.814 -0.721 -3.989 -0.249
Sb -0.744 -2.404 -2.621 -0.328
Se 1.469 -1.631 -1.764 -0.280
Se -0.689 -4.720 -3.344 -0.343
Se -2.395 -2.782 -0.620 0.396
C -1.141 7.501 -0.286 -0.065
C -0.332 7.464 1.003 -0.210
N -0.010 6.104 1.414 -0.059
C -1.013 5.388 2.192 -0.197
C -0.942 5.702 3.679 -0.072
C 1.078 5.516 0.851 -0.427
O 1.799 6.099 0.058 0.069
C 1.358 4.101 1.271 -0.136
C 2.131 3.819 2.384 -0.024
C 2.368 2.494 2.706 -0.051
C 1.790 1.506 1.921 -0.121
N 1.028 1.766 0.861 0.084
C 0.845 3.041 0.534 -0.063
H -1.370 8.531 -0.565 0.071
H -2.083 6.961 -0.184 0.073
H -0.572 7.043 -1.093 0.078
H -0.880 7.936 1.822 0.109
H 0.607 8.001 0.870 0.114
H -0.895 4.318 2.033 0.117
H -1.997 5.650 1.795 0.123
H 0.033 5.420 4.078 0.066
H -1.708 5.145 4.219 0.075
H -1.097 6.766 3.870 0.064
H 2.550 4.623 2.977 0.118
H 2.978 2.224 3.557 0.099
H 1.918 0.462 2.165 0.081
H 0.216 3.232 -0.326 0.109
```

Values from the calculation:
- charge = -2
- orbital gap (eV) = 4.913
- molecular weight (g mol⁻¹) = 849.01
- highest occupied orbital energy (hartree) = -0.0488

***

No. 2
DFT (wB97M-V/def2-TZVPD) results for a 2-piece molecular cluster, C5H13NO overall.

Geometry as XYZ:
```
20
Properties=species:S:1:pos:R:3:mulliken_spin:R:1
C 2.094 -0.176 -0.530 0.256
C 0.827 0.057 0.336 0.345
N -1.368 -0.578 1.961 0.037
C -1.104 -1.562 0.912 0.565
C -0.108 -1.203 0.125 -0.300
C -1.918 -2.859 0.994 0.097
H 2.215 0.440 -1.425 -0.111
H 2.981 0.084 0.068 -0.140
H 2.076 -1.280 -0.769 -0.090
H 0.154 1.055 0.066 -0.035
H 0.917 -0.112 1.356 0.123
H -1.347 -1.136 2.802 -0.027
H -0.815 0.321 1.982 -0.108
H -0.041 -1.792 -0.890 -0.076
H -1.033 -3.495 1.235 -0.043
H -2.920 -2.799 1.605 -0.004
H -2.314 -3.117 -0.009 -0.028
H 0.819 4.973 -3.904 -0.404
H 1.917 4.713 -2.868 -0.404
O 1.027 5.081 -3.000 1.348
```

Values from the calculation:
- <S²> = 0.75
- spin multiplicity = 2
- charge = -1
- orbital gap (spin up / spin down) (eV) = 1.923 / 8.606
- molecular weight (g mol⁻¹) = 103.16
- highest occupied orbital energy (spin up / spin down) (hartree) = 0.0489 / -0.2003

***

No. 3
DFT (wB97M-V/def2-TZVPD) results for a 2-piece molecular cluster, CH2Cl2FN overall.

Geometry as XYZ:
```
7
Properties=species:S:1:pos:R:3:lowdin_charge:R:1
C -0.764 0.206 -1.026 -0.465
N -0.203 -0.071 -2.225 -0.867
F -1.782 -0.559 -0.663 0.015
Cl 1.425 0.549 -2.326 0.575
Cl -0.256 -1.818 -2.578 0.577
H 0.935 -0.201 0.285 0.086
H -0.607 1.183 -0.607 0.079
```

Values from the calculation:
- orbital gap (spin up / spin down) (eV) = 7.178 / 8.593
- molecular weight (g mol⁻¹) = 117.94
- highest occupied orbital energy (spin up / spin down) (hartree) = -0.3017 / -0.3506

***

No. 4
DFT (wB97M-V/def2-TZVPD) results for C22H20F5N5O4RuSSe2 as an isolated structure.

Geometry as XYZ:
```
60
Properties=species:S:1:pos:R:3:mulliken_spin:R:1
Ru 0.269 0.517 0.263 0.855
C -1.166 1.583 5.379 0.001
C -1.974 0.388 4.888 -0.001
N -2.566 0.613 3.579 -0.001
C -1.802 0.626 2.437 0.023
S -0.291 -0.192 2.429 -0.022
N -2.375 1.305 1.442 0.002
N -1.604 1.343 0.330 0.025
C -1.943 2.038 -0.722 0.032
C -3.228 2.790 -0.841 -0.003
C -0.941 2.088 -1.817 0.017
C -1.154 2.817 -2.985 0.010
C -0.142 2.871 -3.934 -0.004
C 1.052 2.201 -3.698 0.008
C 1.194 1.479 -2.518 -0.006
N 0.228 1.412 -1.622 -0.028
H -0.767 1.391 6.375 0.000
H -1.791 2.476 5.433 0.000
H -0.332 1.783 4.707 -0.001
H -2.789 0.144 5.575 0.000
H -1.335 -0.493 4.814 0.001
H -3.286 1.319 3.543 0.000
H -3.737 2.776 0.119 0.000
H -3.873 2.329 -1.591 0.002
H -3.054 3.824 -1.136 0.001
H -2.084 3.339 -3.139 0.001
H -0.285 3.440 -4.843 0.000
H 1.869 2.235 -4.402 0.000
H 2.096 0.930 -2.272 0.003
C -2.300 -5.267 -2.277 0.000
C -2.087 -3.862 -1.800 0.007
C -1.711 -2.843 -2.666 -0.002
C -1.496 -1.572 -2.162 0.015
N -1.641 -1.250 -0.881 0.030
C -2.013 -2.224 -0.051 -0.001
C -2.245 -3.524 -0.459 -0.004
H -2.142 -5.347 -3.350 0.000
H -3.311 -5.605 -2.051 0.000
H -1.608 -5.947 -1.779 0.001
H -1.558 -3.037 -3.718 0.000
H -1.185 -0.769 -2.823 0.001
H -2.105 -1.944 0.993 0.003
H -2.525 -4.271 0.272 0.000
O 3.149 3.494 1.201 -0.001
Se 1.969 2.452 1.525 -0.007
O 2.242 0.994 0.661 0.017
O 0.525 2.732 0.703 0.027
O 1.721 2.192 3.093 0.000
F 7.216 -0.674 0.385 0.000
C 5.908 -0.896 0.191 -0.003
C 5.051 -1.034 1.273 0.002
F 5.539 -0.943 2.516 0.000
C 3.706 -1.282 1.058 0.004
F 2.932 -1.420 2.133 0.000
C 3.171 -1.394 -0.219 0.003
Se 1.311 -1.707 -0.492 -0.005
C 4.051 -1.246 -1.277 -0.003
F 3.620 -1.315 -2.553 0.000
C 5.403 -1.000 -1.094 0.001
F 6.224 -0.864 -2.148 0.000
```

Values from the calculation:
- <S²> = 0.76
- spin multiplicity = 2
- charge = -1
- orbital gap (spin up / spin down) (eV) = 6.632 / 6.533
- molecular weight (g mol⁻¹) = 804.48
- highest occupied orbital energy (spin up / spin down) (hartree) = -0.1710 / -0.1722

***

No. 5
DFT (wB97M-V/def2-TZVPD) results for C2H2Cl2O as an isolated structure.

Geometry as XYZ:
```
7
Properties=species:S:1:pos:R:3:lowdin_charge:R:1
C 0.278 0.239 -0.605 -0.654
C -0.499 -0.214 0.529 -0.275
O -0.128 -1.050 -0.397 0.019
Cl -0.398 0.966 -2.117 0.610
Cl 0.964 -0.292 2.372 0.074
H 1.301 0.472 -0.732 0.084
H -1.519 -0.122 0.949 0.141
```

Values from the calculation:
- orbital gap (eV) = 9.632
- molecular weight (g mol⁻¹) = 112.94
- highest occupied orbital energy (hartree) = -0.3883

***

No. 6
DFT (wB97M-V/def2-TZVPD) results for a 2-piece molecular cluster, C5H16NOP2S2 overall.

Geometry as XYZ:
```
27
Properties=species:S:1:pos:R:3:lowdin_charge:R:1
C 0.233 3.919 -2.284 -0.126
C -0.860 1.688 -1.732 -0.067
C -1.846 3.715 -0.961 -0.152
C 1.409 -4.594 1.785 -0.416
C 0.065 -4.779 1.875 -0.221
N -0.932 3.208 -1.883 -0.345
O -0.700 -4.383 0.850 -0.048
P 2.195 -4.001 0.347 0.893
P 1.239 -0.698 2.389 0.308
S 2.106 -1.489 0.526 0.347
S -0.726 -0.902 1.666 0.325
H 0.520 4.668 -1.531 0.074
H 1.028 3.136 -2.436 0.078
H 0.302 4.474 -3.275 0.089
H -1.166 1.407 -0.743 0.020
H -1.721 1.353 -2.379 0.095
H 0.102 1.215 -1.990 0.073
H -1.568 3.331 0.103 0.092
H -1.741 4.809 -0.822 0.096
H -2.805 3.284 -1.188 0.075
H 2.155 -4.922 2.481 0.052
H -0.380 -4.869 2.865 0.140
H -1.593 -3.955 1.127 0.170
H 1.078 -4.161 -0.442 -0.084
H 1.445 0.672 1.870 -0.090
H 3.313 -1.695 1.000 -0.158
H -1.152 -0.429 2.782 -0.218
```

Values from the calculation:
- charge = +1
- orbital gap (eV) = 4.514
- molecular weight (g mol⁻¹) = 232.27
- highest occupied orbital energy (hartree) = -0.3600

***

No. 7
DFT (wB97M-V/def2-TZVPD) results for one molecule with the formula C4H9N3.

Geometry as XYZ:
```
16
Properties=species:S:1:pos:R:3:lowdin_charge:R:1
H -1.638 -2.068 -2.436 0.029
N -1.889 -1.160 -2.046 0.100
C -0.951 -0.686 -1.329 -0.567
C -0.753 0.565 -0.583 -0.256
N -1.622 0.866 0.453 0.107
N 0.123 -0.980 -0.620 0.145
C 1.255 0.275 -0.029 -0.179
C 1.488 -0.178 1.396 -0.115
H -0.476 1.398 -1.225 0.142
H -2.269 0.128 0.692 0.103
H -1.246 1.379 1.238 0.085
H 1.295 1.369 -0.080 0.097
H 2.036 -0.053 -0.712 0.098
H 2.400 0.279 1.785 0.078
H 1.589 -1.259 1.458 0.072
H 0.660 0.125 2.038 0.062
```

Values from the calculation:
- orbital gap (eV) = 9.057
- molecular weight (g mol⁻¹) = 99.14
- highest occupied orbital energy (hartree) = -0.3027

***

No. 8
DFT (wB97M-V/def2-TZVPD) results for an isolated ion of composition C2H7N4 and charge +1.

Geometry as XYZ:
```
13
Properties=species:S:1:pos:R:3:lowdin_charge:R:1
C -0.139 -1.271 0.359 -0.233
C -1.397 1.320 0.089 0.100
N -1.594 -0.958 -0.206 0.150
N -1.902 0.186 -0.230 0.001
N 0.563 -0.153 0.637 -0.067
N 1.666 0.127 -0.263 0.104
H -0.448 -1.796 1.167 0.086
H 0.231 -1.929 -0.430 0.127
H -1.297 1.924 -0.716 0.063
H -1.572 1.749 1.098 0.134
H 1.670 1.111 -0.238 0.122
H 1.573 -0.257 -1.320 0.231
H 2.646 -0.053 0.053 0.181
```

Values from the calculation:
- charge = +1
- orbital gap (spin up / spin down) (eV) = 9.182 / 9.183
- molecular weight (g mol⁻¹) = 87.11
- highest occupied orbital energy (spin up / spin down) (hartree) = -0.5098 / -0.5098

***

These records have relative energy (zero: lowest compared OMol25 entry of this formula, charge and spin) values of 0.00 288.81 589.08 109.57 262.58 147.81 484.68 636.91 kJ/mol, in the order they appear.